[1]
Density functional theory data (the ωB97M-V functional and the def2-TZVPD basis) for C14H16BBeNO4 as an isolated structure.

```
! RIJCOSX wB97M-V def2-TZVPD def2/J DEFGRID3
* xyz 2 1
C -0.69 2.37 1.15
C 0.25 2.98 0.05
O 1.43 2.13 -0.16
C 1.26 1.22 -1.14
C 1.13 1.65 -2.57
N 1.17 3.00 -2.98
C 0.94 0.60 -3.56
C 0.87 -0.86 -3.24
C 0.98 -1.26 -1.85
C 1.18 -0.20 -0.84
C 1.26 -0.75 0.65
O 2.00 -0.27 1.45
C 0.35 -1.98 0.93
B -0.40 -2.07 2.38
O -0.28 -3.18 3.22
C -1.31 -0.79 2.75
C -2.83 -1.22 3.00
C 0.16 -2.94 -0.01
C 0.88 -2.75 -1.37
O 1.31 -3.66 -2.01
H -1.66 2.04 0.72
H -0.15 1.55 1.67
H -0.86 3.17 1.91
H -0.31 3.14 -0.91
H 0.63 3.98 0.35
H 1.43 3.56 -2.15
H 0.19 3.26 -3.15
H 0.83 0.89 -4.63
H 0.72 -1.63 -4.02
H -1.11 -3.68 3.10
H -1.35 -0.10 1.87
H -0.88 -0.21 3.60
H -2.93 -1.75 3.97
H -3.40 -0.25 3.04
H -3.24 -1.80 2.14
H -0.46 -3.84 0.15
Be 2.93 -0.34 -3.56
*
```

For the highest occupied orbital energy, the calculation gives -15.22 eV. The calculation puts the LUMO energy at -11.9463 eV. Its HOMO-LUMO gap is 3.3 eV.

=====

[2]
Density functional theory data (the ωB97M-V functional and the def2-TZVPD basis) for C46H47AsKN8OS2 as an isolated structure.

```
! RIJCOSX wB97M-V def2-TZVPD def2/J DEFGRID3
* xyz -1 1
K -0.61 -0.84 0.16
C -0.42 -3.75 -2.35
C 0.41 -2.49 -2.58
C -0.47 -1.37 -3.16
N -1.47 -1.04 -2.18
C -2.59 -0.48 -2.49
C -2.89 0.07 -3.79
C -4.12 0.28 -4.39
C -5.41 0.00 -3.94
C -5.73 -0.47 -2.66
C -4.96 -0.62 -1.53
C -3.56 -0.30 -1.33
N -3.02 0.04 -0.20
C -3.89 0.29 0.94
C -4.00 -0.90 1.93
C -2.82 -1.08 2.90
N -1.69 -1.78 2.32
C -1.61 -3.06 2.52
C -2.57 -3.88 3.24
C -2.30 -4.94 4.07
C -1.08 -5.51 4.45
C 0.16 -5.23 3.85
C 0.45 -4.50 2.72
C -0.47 -3.80 1.85
N -0.39 -3.69 0.57
C 0.67 -4.43 -0.10
C 0.27 -4.84 -1.53
H -0.73 -4.16 -3.32
H -1.34 -3.46 -1.83
H 1.26 -2.70 -3.23
H 0.81 -2.16 -1.61
H -0.90 -1.70 -4.12
H 0.16 -0.49 -3.39
H -2.02 0.29 -4.40
H -4.06 0.68 -5.40
H -6.22 0.14 -4.64
H -6.77 -0.74 -2.52
H -5.47 -0.98 -0.65
H -4.89 0.59 0.64
H -3.46 1.13 1.50
H -4.14 -1.82 1.36
H -4.91 -0.75 2.52
H -3.18 -1.57 3.81
H -2.49 -0.07 3.20
H -3.61 -3.58 3.16
H -3.17 -5.36 4.56
H -1.09 -6.24 5.25
H 1.02 -5.71 4.32
H 1.49 -4.49 2.40
H 0.96 -5.33 0.45
H 1.57 -3.80 -0.13
H -0.40 -5.70 -1.46
H 1.17 -5.20 -2.04
N 4.14 -3.17 -1.29
C 4.23 -1.97 -0.65
N 3.24 -1.23 -0.36
C 3.63 0.04 0.24
C 5.18 0.22 0.09
S 5.88 -1.39 -0.27
C 3.04 0.14 1.62
C 3.46 -0.53 2.72
S 2.27 -0.40 3.96
C 1.30 0.58 2.90
N 1.85 0.81 1.74
N 0.09 1.09 3.26
H 3.22 -3.59 -1.34
H 4.92 -3.79 -1.26
H 5.67 0.67 0.95
H 4.33 -1.16 2.83
H -0.43 0.53 3.93
H -0.48 1.36 2.46
O -0.06 1.35 -0.29
As 0.91 2.68 -0.22
C 0.35 3.71 -1.76
C -0.65 3.11 -2.52
C -1.15 3.77 -3.64
C -0.65 5.01 -3.99
C 0.35 5.61 -3.23
C 0.85 4.96 -2.11
C 2.83 2.50 -0.36
C 3.40 1.18 -0.81
C 4.94 1.19 -1.10
C 5.65 2.50 -0.96
C 5.04 3.59 -0.50
C 3.59 3.58 -0.20
C 0.58 3.85 1.28
C 1.48 4.04 2.32
C 1.12 4.84 3.40
C -0.13 5.44 3.44
C -1.03 5.24 2.40
C -0.67 4.45 1.31
H -1.04 2.14 -2.22
H -1.94 3.30 -4.22
H -1.04 5.53 -4.86
H 0.73 6.58 -3.50
H 1.62 5.44 -1.52
H 2.81 0.78 -1.63
H 5.19 0.71 -2.04
H 6.70 2.54 -1.23
H 5.58 4.52 -0.38
H 3.14 4.52 0.10
H 2.44 3.53 2.31
H 1.82 4.98 4.22
H -0.40 6.06 4.28
H -2.01 5.70 2.43
H -1.38 4.29 0.51
*
```

For the highest occupied orbital energy, the calculation gives -3.17 eV. The calculation puts the LUMO energy at 1.8506 eV. Its HOMO-LUMO gap is 5.0 eV.

=====

[3]
Density functional theory data (the ωB97M-V functional and the def2-TZVPD basis) for a 2-piece molecular cluster, C2H10N2O overall.

```
! RIJCOSX wB97M-V def2-TZVPD def2/J DEFGRID3
* xyz 1 2
C -0.01 -0.22 5.23
O -0.61 -1.41 4.75
H 0.13 -0.05 6.31
H 1.00 -0.02 4.88
H -0.80 0.49 4.90
H -0.18 -2.14 5.20
N 0.56 0.35 -4.56
C -0.41 0.02 -3.58
N -0.18 0.56 -2.23
H 1.50 -0.04 -4.62
H 0.51 1.33 -4.83
H -1.39 0.39 -3.90
H -0.52 -1.07 -3.50
H 0.68 0.23 -1.80
H -0.26 1.58 -2.24
*
```

For the highest occupied orbital energy (spin up / spin down), the calculation gives -12.13 / -12.13 eV. The calculation puts the LUMO energy (spin up / spin down) at -3.6676 / -8.9316 eV. As for the expectation value of S²: 0.7608. Its HOMO-LUMO gap (spin up / spin down) is 8.5 / 3.2 eV. The calculation puts the relative energy (zero: lowest compared OMol25 entry of this formula, charge and spin) at 27.94 kcal/mol.

=====

[4]
Density functional theory data (the ωB97M-V functional and the def2-TZVPD basis) for a 11-piece molecular cluster, C46H121N15O18 overall.

```
! RIJCOSX wB97M-V def2-TZVPD def2/J DEFGRID3
* xyz 0 1
C 1.99 -4.56 -0.63
O 1.34 -3.93 0.21
N 1.58 -5.74 -1.02
N 3.09 -4.17 -1.25
H 0.62 -5.93 -0.76
H 2.10 -6.30 -1.69
H 3.37 -4.58 -2.13
H 3.48 -3.24 -1.17
C -7.53 -12.93 10.64
O -8.65 -12.52 10.39
N -6.75 -13.68 9.89
N -6.99 -12.70 11.77
H -5.91 -14.10 10.25
H -6.97 -13.66 8.91
H -7.43 -12.07 12.42
H -6.01 -12.88 11.96
C -11.27 -5.25 6.16
O -11.49 -6.39 5.79
N -10.87 -4.89 7.37
N -11.29 -4.20 5.40
H -10.81 -5.61 8.07
H -10.65 -3.93 7.61
H -11.54 -4.31 4.43
H -11.00 -3.33 5.83
C 6.29 -11.54 15.21
O 7.24 -12.24 15.55
N 6.38 -10.36 14.71
N 5.06 -11.82 15.36
H 5.62 -9.87 14.27
H 7.34 -10.16 14.48
H 4.82 -12.70 15.80
H 4.47 -11.14 14.91
C 5.60 -15.80 3.97
O 5.34 -16.93 3.13
C 5.30 -16.59 1.72
C 5.09 -17.97 0.98
N 3.79 -18.46 1.42
C 3.50 -19.79 0.88
C 2.05 -20.10 1.31
O 2.03 -20.48 2.70
C 0.73 -20.43 3.34
H 4.80 -15.07 3.87
H 6.52 -15.31 3.65
H 5.76 -16.11 5.00
H 6.25 -16.17 1.39
H 4.49 -15.94 1.42
H 5.91 -18.55 1.41
H 5.22 -18.04 -0.10
H 3.83 -18.37 2.42
H 4.11 -20.55 1.37
H 3.53 -19.88 -0.20
H 1.83 -21.09 0.91
H 1.27 -19.37 1.09
H 0.21 -19.47 3.41
H 0.83 -20.78 4.37
H 0.11 -21.21 2.89
C -1.04 -12.33 6.03
O -1.17 -13.00 7.24
C -1.11 -14.45 7.29
C -0.31 -14.77 8.60
N -1.17 -14.47 9.70
C -0.37 -14.66 10.89
C -1.10 -14.22 12.11
O -1.26 -12.76 12.09
C -1.61 -12.17 13.33
H -0.02 -12.23 5.67
H -1.40 -11.30 6.11
H -1.81 -12.77 5.39
H -0.63 -14.87 6.41
H -2.12 -14.84 7.28
H 0.61 -14.19 8.62
H -0.07 -15.84 8.60
H -1.42 -13.52 9.48
H 0.42 -13.90 10.93
H -0.12 -15.71 10.99
H -0.39 -14.52 12.88
H -1.95 -14.87 12.31
H -2.62 -12.43 13.62
H -1.66 -11.09 13.17
H -0.85 -12.36 14.09
C -4.19 -3.75 27.61
O -4.60 -2.61 26.87
C -5.97 -2.59 26.51
C -6.19 -1.36 25.61
N -5.84 -1.74 24.24
C -5.96 -0.68 23.25
C -5.65 -1.09 21.81
O -4.26 -1.48 21.65
C -4.15 -2.29 20.48
H -3.10 -3.71 27.54
H -4.60 -4.66 27.16
H -4.54 -3.62 28.63
H -6.59 -2.37 27.38
H -6.25 -3.49 25.96
H -5.71 -0.51 26.11
H -7.22 -1.00 25.65
H -4.97 -2.24 24.29
H -5.43 0.26 23.39
H -7.03 -0.44 23.21
H -5.87 -0.29 21.11
H -6.41 -1.81 21.50
H -3.14 -2.50 20.11
H -4.67 -1.88 19.61
H -4.67 -3.25 20.52
C -2.86 -6.64 10.58
O -1.56 -6.84 11.09
C -0.57 -6.04 10.51
C 0.72 -6.22 11.45
N 1.26 -7.59 11.34
C 1.73 -7.96 9.94
C 2.65 -6.89 9.26
O 3.23 -7.28 8.02
C 2.35 -7.25 6.98
H -3.51 -7.34 11.10
H -2.91 -6.84 9.51
H -3.36 -5.68 10.73
H -0.86 -4.99 10.48
H -0.38 -6.33 9.48
H 0.34 -5.98 12.45
H 1.47 -5.44 11.35
H 0.48 -8.18 11.59
H 0.85 -8.07 9.30
H 2.28 -8.90 9.87
H 3.41 -6.74 10.03
H 2.06 -5.99 9.12
H 1.52 -7.93 7.15
H 2.81 -7.52 6.03
H 1.83 -6.32 6.75
C -6.31 2.94 14.12
O -7.29 1.91 13.95
C -8.56 2.39 13.61
C -9.66 1.40 14.17
N -9.39 0.12 13.49
C -10.05 -0.90 14.30
C -11.53 -0.70 14.65
O -11.80 0.16 15.76
C -11.54 -0.36 17.04
H -6.52 3.57 14.99
H -6.24 3.51 13.20
H -5.40 2.34 14.20
H -8.58 2.59 12.54
H -8.70 3.41 13.97
H -10.63 1.79 13.87
H -9.55 1.49 15.25
H -8.40 -0.04 13.61
H -9.48 -1.04 15.21
H -9.97 -1.85 13.77
H -11.96 -1.69 14.77
H -12.05 -0.33 13.77
H -10.47 -0.22 17.19
H -11.73 -1.44 17.10
H -12.12 0.10 17.83
C 6.59 -0.50 13.77
O 6.37 0.48 12.72
C 6.90 1.76 13.07
C 6.33 2.76 12.04
N 6.78 2.41 10.64
C 5.94 3.10 9.61
C 5.99 2.19 8.34
O 5.50 0.94 8.62
C 5.33 0.08 7.51
H 6.41 -1.48 13.32
H 5.81 -0.35 14.51
H 7.52 -0.39 14.32
H 7.99 1.74 13.07
H 6.57 2.00 14.08
H 6.65 3.75 12.36
H 5.24 2.69 12.06
H 6.60 1.41 10.61
H 6.29 4.09 9.32
H 4.91 3.22 9.97
H 7.03 2.06 8.06
H 5.34 2.54 7.53
H 4.80 -0.80 7.88
H 6.31 -0.18 7.12
H 4.77 0.52 6.68
C -3.59 -7.48 -0.23
O -3.82 -6.47 0.80
C -4.87 -5.53 0.52
C -5.07 -4.66 1.82
N -3.98 -3.74 2.19
C -4.23 -3.02 3.45
C -2.92 -2.53 4.02
O -3.14 -1.87 5.24
C -1.99 -1.40 5.79
H -3.29 -7.12 -1.21
H -4.48 -8.10 -0.38
H -2.82 -8.17 0.13
H -5.80 -6.06 0.30
H -4.83 -4.98 -0.42
H -5.20 -5.47 2.54
H -6.03 -4.15 1.78
H -3.07 -4.16 2.09
H -4.49 -3.77 4.19
H -5.09 -2.36 3.35
H -2.53 -1.74 3.36
H -2.32 -3.44 4.03
H -1.51 -0.71 5.10
H -1.33 -2.24 6.00
H -2.19 -0.92 6.75
*
```

For the highest occupied orbital energy, the calculation gives -8.44 eV. The calculation puts the LUMO energy at 0.1896 eV. As for the SMILES: COCCNCCOC.COCCNCCOC.COCCNCCOC.COCCNCCOC.COCCNCCOC.COCCNCCOC.COCCNCCOC.NC(N)=O.NC(N)=O.NC(N)=O.NC(N)=O. Its HOMO-LUMO gap is 8.6 eV. The calculation puts the relative energy (zero: lowest compared OMol25 entry of this formula, charge and spin) at 193.33 kcal/mol.

=====

[5]
Density functional theory data (the ωB97M-V functional and the def2-TZVPD basis) for C28H42F3O22V as an isolated structure.

```
! RIJCOSX wB97M-V def2-TZVPD def2/J DEFGRID3
* xyz 1 2
O 1.87 1.59 -4.00
V 1.84 2.59 -2.72
O 0.43 3.26 -2.46
C 1.35 0.72 -0.43
O 0.51 0.72 -1.59
O 2.38 1.62 -0.78
C 0.44 0.93 0.80
F -0.20 -0.16 0.97
F 1.20 1.05 1.90
F -0.52 1.91 0.87
C -0.34 -0.35 -1.81
C -1.07 -0.05 -3.08
H -1.54 0.91 -3.30
H -0.34 -0.07 -3.88
H -1.74 -0.90 -3.25
H -1.17 -0.32 -1.10
H 0.26 -1.26 -1.83
H 1.89 -0.22 -0.35
C 0.41 2.16 5.03
C 1.14 1.86 6.22
C 0.66 2.49 7.45
O 0.97 1.49 8.38
C 1.02 0.32 7.82
O 1.24 -0.75 8.41
O 0.87 0.45 6.53
H 0.77 1.68 4.12
H 0.50 3.21 4.76
H -0.68 2.12 5.10
H 2.21 1.86 6.01
H -0.41 2.71 7.44
H 1.23 3.41 7.58
C -1.73 -2.35 -7.24
C -3.09 -2.82 -6.87
C -3.64 -2.14 -5.60
O -4.85 -1.65 -6.05
C -5.11 -2.07 -7.30
O -6.13 -1.81 -7.92
O -4.07 -2.72 -7.86
H -1.35 -2.39 -8.26
H -1.16 -3.07 -6.65
H -1.60 -1.37 -6.78
H -3.10 -3.86 -6.56
H -2.88 -1.44 -5.23
H -3.74 -2.92 -4.84
C 4.66 -0.29 1.15
C 5.52 0.42 2.28
C 4.70 1.32 3.21
O 5.21 0.90 4.43
C 5.81 -0.28 4.38
O 6.11 -1.00 5.30
O 5.96 -0.62 3.11
H 4.50 0.38 0.30
H 3.75 -0.78 1.49
H 5.32 -1.01 0.66
H 6.27 0.97 1.71
H 3.63 1.12 3.23
H 4.92 2.34 2.89
C -3.36 4.19 -4.72
C -2.94 3.11 -5.76
C -2.69 3.61 -7.19
O -1.49 3.04 -7.62
C -0.71 2.81 -6.48
O 0.44 2.40 -6.44
O -1.53 2.82 -5.42
H -4.29 4.70 -4.98
H -2.62 4.86 -4.30
H -3.71 3.73 -3.79
H -3.57 2.22 -5.66
H -2.79 4.69 -7.19
H -3.41 3.19 -7.90
C 3.50 -3.03 3.60
C 2.36 -2.95 2.53
C 2.57 -3.39 1.13
O 1.50 -4.28 0.79
C 0.76 -4.32 1.93
O -0.42 -4.70 1.99
O 1.37 -3.79 2.97
H 3.20 -2.40 4.44
H 4.44 -2.67 3.19
H 3.66 -4.07 3.89
H 2.05 -1.91 2.43
H 3.55 -3.86 1.00
H 2.60 -2.52 0.46
C -2.09 0.66 3.43
C -2.77 -0.48 2.72
C -2.40 -1.85 3.25
O -3.68 -2.36 3.62
C -4.65 -1.55 3.19
O -5.81 -1.66 3.11
O -4.19 -0.33 2.86
H -2.72 0.68 4.32
H -2.04 1.69 3.08
H -1.06 0.41 3.70
H -2.55 -0.40 1.65
H -1.61 -1.74 4.00
H -2.00 -2.42 2.41
*
```

For the highest occupied orbital energy (spin up / spin down), the calculation gives -12.25 / -12.25 eV. The calculation puts the LUMO energy (spin up / spin down) at -7.0708 / -9.6059 eV. As for the expectation value of S²: 0.7624. Its HOMO-LUMO gap (spin up / spin down) is 5.2 / 2.6 eV.

=====

no.,electronic energy (eV)
1,-25513.0531
2,-161265.9708
3,-7254.0156
4,-108857.7477
5,-108587.3146